{"formula": "C3H7O3", "method": "ωB97M-V/def2-TZVPD", "total_charge": -1, "gap_ev": 7.682, "species": ["C", "H", "O", "O", "C", "H", "O", "H", "C", "H", "H", "H", "H"], "xyz": [[-0.91, 0.63, -1.67], [-0.78, -0.12, 3.18], [1.09, 1.11, -0.22], [0.96, -0.73, -1.22], [0.43, 0.36, -0.96], [-0.74, 0.57, -2.75], [-1.02, -1.00, 1.35], [-1.55, -0.15, -1.41], [-0.22, -0.29, 2.33], [-0.42, -0.95, 0.59], [-0.08, 0.64, 1.90], [-1.18, 1.58, -1.38], [0.72, -0.84, 2.41]]}

---

{"formula": "C3H7O3", "method": "ωB97M-V/def2-TZVPD", "total_charge": -1, "gap_ev": 8.592, "species": ["H", "C", "H", "O", "C", "H", "H", "C", "H", "H", "H", "O", "O"], "xyz": [[-1.29, -1.77, 1.75], [1.18, 0.19, -0.30], [-1.75, 0.32, 0.77], [0.05, 0.35, 0.16], [1.79, 1.51, -0.99], [-2.52, -2.26, 0.53], [2.21, 1.25, -1.90], [-1.69, -1.50, 0.72], [2.74, 1.81, -0.20], [1.11, 2.34, -0.89], [-1.14, -1.21, -0.19], [-2.52, -0.18, 0.84], [1.82, -0.84, -0.29]]}

---

{"formula": "C3H7O3Si", "method": "ωB97M-V/def2-TZVPD", "total_charge": -1, "gap_ev": 8.430, "species": ["Si", "H", "H", "O", "H", "H", "H", "O", "O", "H", "C", "C", "C", "H"], "xyz": [[-0.24, 0.47, 0.12], [0.60, 0.93, -2.26], [2.09, 0.34, -0.25], [-1.21, -0.74, 0.28], [-0.80, 1.62, 1.06], [1.84, 1.03, 1.36], [0.29, 2.40, -1.51], [-0.64, -2.78, 1.77], [-2.57, -3.03, 0.60], [1.84, -0.71, 0.88], [-1.56, -2.72, 1.05], [-0.14, 1.37, -1.60], [1.57, 0.37, 0.61], [-1.08, 1.45, -2.11]]}

---

{"formula": "C3H7O3Sn", "method": "ωB97M-V/def2-TZVPD", "total_charge": 0, "multiplicity": 2, "gap_ev": [6.485, 5.874], "species": ["H", "O", "H", "H", "C", "C", "H", "H", "H", "C", "O", "H", "Sn", "O"], "xyz": [[-0.25, -2.74, -1.04], [1.44, -1.97, -0.14], [1.08, 3.32, -0.94], [-2.45, -1.93, 0.23], [-1.93, -0.99, 0.02], [0.14, -2.31, -0.10], [-0.15, -2.94, 0.76], [-2.38, -0.01, -0.08], [1.41, 3.53, 0.79], [0.99, 2.83, 0.05], [1.59, 1.59, 0.07], [-0.12, 2.75, 0.26], [1.21, -0.11, 0.05], [-0.58, -1.02, 0.09]]}

---

{"formula": "C3H7O6P", "method": "ωB97M-V/def2-TZVPD", "smiles": "C[C@@H]1OC1=O.O=P(O)(O)O", "total_charge": 0, "gap_ev": 10.228, "species": ["H", "H", "H", "C", "O", "H", "O", "H", "C", "O", "O", "O", "P", "O", "H", "C", "H"], "xyz": [[-2.13, -2.05, -0.97], [-4.20, 0.14, 0.82], [3.03, -0.67, -0.57], [1.59, 0.11, 0.63], [-1.51, -1.61, -0.40], [3.42, -0.67, 1.24], [-1.44, 0.52, 1.14], [3.69, 0.81, 0.23], [0.81, 1.00, -0.30], [0.58, 2.08, -0.72], [-1.97, 0.61, -1.38], [0.69, -0.24, -0.42], [-2.09, -0.18, 0.02], [-3.62, -0.45, 0.19], [-1.08, 0.91, -1.40], [3.03, -0.09, 0.39], [1.21, -0.19, 1.51]]}

---

{"formula": "C3H7OP", "method": "ωB97M-V/def2-TZVPD", "smiles": "CP=O.C=C", "total_charge": 0, "gap_ev": 8.808, "species": ["H", "C", "O", "H", "H", "C", "H", "P", "H", "H", "H", "C"], "xyz": [[-2.31, 1.64, 0.50], [-2.03, 0.23, 1.90], [1.21, -1.08, 0.28], [2.67, -1.47, -2.77], [-2.19, -0.81, 2.25], [3.00, -1.79, -1.73], [2.71, -2.72, -1.30], [2.00, -0.46, -0.76], [-3.08, 0.09, 0.01], [4.05, -1.43, -1.73], [-1.49, 0.87, 2.58], [-2.56, 0.65, 0.81]]}

---

{"formula": "C3H7OS", "method": "ωB97M-V/def2-TZVPD", "smiles": "[O-]CCCS", "total_charge": -1, "gap_ev": 5.723, "species": ["C", "H", "H", "H", "S", "H", "H", "C", "H", "O", "C", "H"], "xyz": [[-0.64, -0.47, -0.77], [-1.70, -0.32, -0.60], [1.04, 0.83, -0.42], [0.42, 0.84, 2.17], [-0.24, -0.56, -2.53], [0.41, 0.60, -2.65], [1.53, -0.35, 1.46], [0.12, 0.54, 0.07], [-0.51, 1.42, 0.22], [-0.40, -1.02, 1.89], [0.44, -0.05, 1.50], [-0.47, -1.46, -0.35]]}

---

{"formula": "C3H7OS2", "method": "ωB97M-V/def2-TZVPD", "smiles": "[O-]CCCSS", "total_charge": -1, "gap_ev": 4.645, "species": ["H", "C", "H", "S", "S", "H", "H", "H", "H", "H", "O", "C", "C"], "xyz": [[-0.32, -1.21, 0.22], [0.28, -0.28, 0.25], [3.44, -0.83, 0.99], [-1.95, 0.94, -1.62], [-0.95, 1.06, 0.27], [1.79, 0.67, 1.58], [2.67, -1.74, 2.16], [0.66, -0.65, 2.25], [0.83, -0.21, -0.71], [-2.69, 0.64, -2.71], [2.14, -2.19, 0.16], [1.25, -0.26, 1.40], [2.46, -1.34, 1.09]]}

---

{"formula": "C3H7OS2", "method": "ωB97M-V/def2-TZVPD", "smiles": "[O-]CCCSS", "total_charge": -1, "gap_ev": 6.121, "species": ["H", "H", "H", "S", "S", "H", "H", "C", "O", "H", "C", "C", "H"], "xyz": [[1.54, -1.06, 1.60], [-0.31, -1.65, 0.41], [-0.03, 1.13, -0.14], [0.62, 0.58, -2.81], [-0.75, -0.62, -1.76], [0.76, 0.11, 2.53], [-1.25, -0.60, 1.59], [-0.90, 0.42, -0.30], [1.44, 1.06, 0.89], [0.16, 0.17, -3.99], [0.98, -0.05, 1.44], [-0.39, -0.59, 0.84], [-1.87, 1.10, -0.30]]}

---

{"formula": "C3H7OS2", "method": "ωB97M-V/def2-TZVPD", "total_charge": 1, "gap_ev": [6.676, 6.675], "species": ["C", "S", "H", "H", "H", "C", "H", "S", "H", "H", "C", "H", "O"], "xyz": [[-1.47, 0.56, -0.23], [1.51, -1.11, 1.83], [-0.66, -1.30, -1.57], [-2.37, -0.03, -0.46], [0.69, 0.02, -1.54], [0.26, -0.86, -1.09], [-1.63, 1.34, 0.69], [1.15, 2.26, 0.58], [2.33, -0.26, 2.39], [-1.11, 1.07, -1.16], [0.63, 0.15, 1.11], [1.01, -1.59, -0.75], [-0.33, -0.23, 0.18]]}

---

{"formula": "C3H7PS", "method": "ωB97M-V/def2-TZVPD", "total_charge": 0, "gap_ev": [7.269, 8.245], "species": ["P", "H", "H", "H", "H", "C", "H", "H", "C", "H", "C", "S"], "xyz": [[-1.49, 0.99, 0.42], [0.38, -0.58, -1.03], [1.93, -1.06, 0.91], [-2.89, -0.79, -0.53], [-1.85, -1.42, 0.78], [1.85, 0.92, -0.51], [-3.25, -0.40, 1.16], [1.96, 1.89, -0.04], [-2.45, -0.58, 0.44], [2.36, 0.91, -1.49], [0.53, 0.41, -0.61], [2.93, -0.29, 0.49]]}

---

{"formula": "C3H8AgBrO3S", "method": "ωB97M-V/def2-TZVPD", "total_charge": 2, "multiplicity": 3, "gap_ev": [10.491, 5.411], "species": ["H", "Br", "O", "H", "Ag", "S", "H", "H", "H", "C", "H", "C", "O", "H", "C", "O", "H"], "xyz": [[-28.99, 16.50, -2.32], [-27.05, 13.04, 0.45], [-28.58, 17.22, 0.94], [-27.91, 15.79, -0.21], [-24.95, 12.56, -1.31], [-27.47, 17.87, 1.94], [-25.36, 16.84, 2.70], [-30.08, 16.57, -0.95], [-25.76, 16.22, 1.00], [-29.18, 17.03, -1.38], [-27.17, 17.28, -0.62], [-26.11, 16.46, 2.00], [-26.86, 19.00, 1.28], [-26.50, 15.59, 2.52], [-28.12, 16.86, -0.30], [-28.10, 18.04, 3.23], [-29.33, 18.10, -1.50]]}